# 1
Formula: C9H14O
Source: OMol25
Level of theory: ωB97M-V with the def2-TZVPD basis set

Positions of all 24 atoms, in Å:
C (-0.62, 2.84, 1.86)
C (-0.12, -0.88, 1.33)
C (-1.36, -1.23, 0.78)
C (0.23, 0.42, 1.71)
C (-0.66, 1.42, 1.31)
C (-2.26, -0.24, 0.42)
C (-1.83, 1.06, 0.64)
O (-1.60, -2.57, 0.94)
H (0.59, -1.68, 1.51)
H (1.06, 0.68, 2.35)
H (-3.16, -0.39, -0.15)
H (-2.40, -2.88, 0.51)
H (-0.46, 3.60, 1.09)
H (0.36, 2.93, 2.36)
H (-2.49, 1.88, 0.36)
H (-1.40, 3.00, 2.60)
C (1.79, -1.03, -3.19)
C (2.21, -0.89, -1.73)
H (1.11, -1.89, -3.22)
H (1.39, -0.16, -3.69)
H (2.61, -1.36, -3.84)
H (2.04, -1.79, -1.13)
H (1.68, -0.14, -1.15)
H (3.29, -0.73, -1.68)

Values from the calculation:
- SMILES string = Cc1ccc(O)cc1.CC
- Kohn-Sham gap (eV) = 9.15
- highest occupied orbital energy (eV) = -8.321
- net charge = 0
- LUMO energy (eV) = 0.83

Results of the Mulliken charge analysis, in e, for atoms 1 through 4:
1 C -1.3888
2 C -0.4511
3 C 0.6742
4 C -0.6775

=====

# 2
Formula: C18H40BrINP
Source: OMol25
Level of theory: ωB97M-V with the def2-TZVPD basis set

Positions of all 62 atoms, in Å:
C (1.37, -2.62, -0.61)
C (0.31, -1.53, -0.64)
C (-1.07, -1.92, -0.10)
Br (-1.05, -1.97, 1.85)
P (-1.61, -3.61, -0.62)
I (-1.98, -3.04, -2.98)
C (-3.37, -3.70, -0.05)
C (-4.42, -2.75, -0.57)
C (-4.33, -1.28, -0.23)
N (-5.35, -3.25, -1.28)
H (1.16, -3.42, -1.32)
H (1.44, -3.07, 0.39)
H (2.34, -2.20, -0.86)
H (0.15, -1.18, -1.67)
H (0.66, -0.67, -0.06)
H (-1.79, -1.15, -0.36)
H (-3.35, -3.67, 1.04)
H (-3.68, -4.71, -0.35)
H (-5.31, -0.93, 0.11)
H (-3.61, -1.08, 0.58)
H (-4.04, -0.71, -1.11)
H (-6.01, -2.53, -1.57)
C (-1.01, 1.72, -4.06)
C (-0.51, 2.21, -2.70)
C (-1.30, 1.64, -1.52)
C (-2.78, 2.02, -1.50)
C (-3.05, 3.52, -1.49)
C (-2.47, 4.24, -0.28)
H (-2.04, 2.03, -4.24)
H (-0.40, 2.13, -4.86)
H (-0.96, 0.63, -4.12)
H (-0.52, 3.30, -2.66)
H (0.54, 1.92, -2.58)
H (-0.82, 1.95, -0.59)
H (-1.22, 0.54, -1.55)
H (-3.24, 1.57, -0.61)
H (-3.29, 1.57, -2.35)
H (-4.13, 3.68, -1.51)
H (-2.66, 3.97, -2.41)
H (-2.86, 3.82, 0.65)
H (-2.71, 5.30, -0.30)
H (-1.38, 4.16, -0.25)
C (3.29, 1.69, 0.93)
C (3.67, 0.21, 0.94)
C (3.03, -0.57, 2.09)
C (3.42, -0.09, 3.49)
C (4.92, -0.11, 3.78)
C (5.54, -1.49, 3.67)
H (3.63, 2.20, 1.83)
H (3.74, 2.20, 0.08)
H (2.21, 1.81, 0.87)
H (4.76, 0.11, 0.98)
H (3.36, -0.25, 0.00)
H (3.27, -1.63, 1.98)
H (1.94, -0.50, 1.99)
H (2.91, -0.73, 4.22)
H (3.03, 0.92, 3.65)
H (5.08, 0.29, 4.78)
H (5.43, 0.58, 3.10)
H (5.06, -2.19, 4.36)
H (6.61, -1.46, 3.92)
H (5.45, -1.90, 2.66)

Values from the calculation:
- Kohn-Sham gap (eV) = 9.17
- highest occupied orbital energy (eV) = -9.075
- net charge = 0
- LUMO energy (eV) = 0.09

Results of the Mulliken charge analysis, in e, for atoms 1 through 4:
1 C -1.5124
2 C 0.1382
3 C 0.5517
4 Br -0.1054

=====

# 3
Formula: C4H8N2S
Source: OMol25
Level of theory: ωB97M-V with the def2-TZVPD basis set

Positions of all 15 atoms, in Å:
C (-1.91, 0.78, -0.11)
C (0.47, -0.28, 0.78)
C (0.89, -0.49, 2.05)
C (1.35, 0.52, -0.19)
H (-2.13, 1.35, 0.83)
H (-1.22, 1.31, -0.76)
H (-2.83, 0.39, -0.85)
H (0.41, -1.07, 2.86)
H (1.84, -0.30, 2.45)
H (1.71, 1.42, 0.23)
H (0.66, -0.78, -2.90)
H (-0.35, -1.06, -1.46)
N (1.48, 0.08, -1.38)
N (0.74, -1.03, -1.86)
S (-1.12, -0.84, 0.31)

Values from the calculation:
- SMILES string = C=C(/C=N\N)SC
- Kohn-Sham gap (eV) = 9.00
- highest occupied orbital energy (eV) = -8.507
- net charge = 0
- LUMO energy (eV) = 0.49

Results of the Mulliken charge analysis, in e, for atoms 1 through 4:
1 C -0.7068
2 C 0.5011
3 C -0.8850
4 C -0.1870

=====

# 4
Formula: C8H15CdO9
Source: OMol25
Level of theory: ωB97M-V with the def2-TZVPD basis set

Positions of all 33 atoms, in Å:
Cd (0.44, -0.38, 1.07)
C (-4.18, 1.68, -1.29)
C (-3.91, 1.30, -2.67)
C (-2.38, 0.93, -2.99)
O (-2.07, 0.41, -4.06)
C (-1.44, 0.91, -1.86)
C (-1.80, 1.38, -0.59)
C (-3.22, 1.68, -0.28)
O (-3.67, 1.84, 0.91)
O (-0.85, 1.31, 0.32)
O (-4.74, 1.26, -3.55)
H (-5.23, 1.79, -1.07)
H (-0.39, 0.68, -1.99)
C (4.28, -0.66, 0.14)
C (3.67, 0.69, 0.43)
O (2.26, 0.63, 0.70)
H (3.51, -1.33, -0.24)
H (4.60, -1.31, 0.96)
H (5.06, -0.81, -0.60)
H (3.89, 1.24, -0.49)
H (4.36, 1.11, 1.16)
O (1.08, -2.13, 1.83)
H (1.69, -2.74, 1.42)
H (0.98, -2.44, 2.72)
O (0.57, -1.25, -0.94)
H (1.09, -0.82, -1.62)
H (0.61, -2.18, -1.17)
O (-1.52, -1.34, 1.17)
H (-2.40, -1.23, 1.54)
H (-1.50, -2.26, 0.89)
O (0.30, 0.39, 3.14)
H (1.13, 0.50, 3.61)
H (-0.22, 1.16, 3.40)

Values from the calculation:
- Kohn-Sham gap (eV) = 3.73
- highest occupied orbital energy (eV) = -2.693
- net charge = -1
- LUMO energy (eV) = 1.04

Results of the Mulliken charge analysis, in e, for atoms 1 through 4:
1 Cd 1.5417
2 C -0.6931
3 C 0.4790
4 C 0.2538

=====

# 5
Formula: C20H42F3N6O5
Source: OMol25
Level of theory: ωB97M-V with the def2-TZVPD basis set

Positions of all 76 atoms, in Å:
F (-1.65, 1.34, 0.02)
C (-1.19, 2.02, -1.04)
F (-0.65, 3.15, -0.64)
F (-0.25, 1.25, -1.60)
C (-2.33, 2.22, -2.04)
C (-3.02, 0.88, -2.06)
N (-4.17, 0.88, -1.56)
C (-4.62, 2.21, -1.10)
C (-3.50, 3.12, -1.60)
H (-2.02, 2.45, -3.05)
H (-2.53, 0.00, -2.45)
H (-4.68, 0.00, -1.52)
H (-5.57, 2.38, -1.58)
H (-4.69, 2.28, -0.02)
H (-3.25, 3.90, -0.90)
H (-3.87, 3.65, -2.47)
C (2.32, 1.47, 0.17)
C (3.78, 1.50, 0.55)
O (4.35, 2.55, 0.79)
N (4.45, 0.32, 0.60)
C (3.95, -1.02, 0.35)
H (1.94, 2.48, 0.17)
H (2.20, 1.04, -0.83)
H (1.76, 0.87, 0.89)
H (5.42, 0.42, 0.86)
H (4.07, -1.63, 1.24)
H (4.51, -1.47, -0.47)
H (2.90, -0.99, 0.08)
C (8.71, -2.10, 3.48)
C (8.70, -1.48, 2.11)
O (9.10, -2.07, 1.12)
N (8.22, -0.20, 2.00)
C (7.70, 0.66, 3.05)
H (9.11, -3.10, 3.42)
H (9.33, -1.51, 4.16)
H (7.70, -2.17, 3.89)
H (8.24, 0.16, 1.06)
H (6.66, 0.93, 2.82)
H (8.29, 1.57, 3.10)
H (7.72, 0.16, 4.01)
C (-8.55, 4.66, -2.57)
C (-7.19, 5.15, -2.14)
O (-6.23, 4.39, -2.02)
N (-7.05, 6.47, -1.89)
C (-8.06, 7.51, -1.98)
H (-8.49, 3.58, -2.73)
H (-9.29, 4.86, -1.80)
H (-8.85, 5.13, -3.50)
H (-6.12, 6.73, -1.61)
H (-7.75, 8.26, -2.70)
H (-8.18, 7.99, -1.01)
H (-9.02, 7.10, -2.30)
C (-7.62, -0.33, -2.40)
C (-6.60, -1.41, -2.68)
O (-5.63, -1.60, -1.94)
N (-6.79, -2.19, -3.75)
C (-7.87, -2.13, -4.73)
H (-7.33, 0.20, -1.50)
H (-7.66, 0.38, -3.23)
H (-8.60, -0.76, -2.25)
H (-6.08, -2.89, -3.87)
H (-8.40, -3.08, -4.74)
H (-7.46, -1.96, -5.72)
H (-8.57, -1.34, -4.49)
C (6.39, -5.89, 4.17)
C (7.86, -5.87, 4.52)
O (8.46, -4.82, 4.73)
N (8.51, -7.06, 4.61)
C (7.97, -8.39, 4.40)
H (6.03, -4.87, 4.14)
H (6.24, -6.35, 3.19)
H (5.83, -6.45, 4.91)
H (9.48, -6.97, 4.85)
H (8.09, -8.98, 5.30)
H (8.51, -8.88, 3.58)
H (6.92, -8.35, 4.14)

Values from the calculation:
- Kohn-Sham gap (eV) = 6.81
- highest occupied orbital energy (eV) = -10.250
- net charge = +1
- LUMO energy (eV) = -3.44

Results of the Mulliken charge analysis, in e, for atoms 1 through 4:
1 F -0.2932
2 C 0.6998
3 F -0.2604
4 F -0.2798

=====

# 6
Formula: C4H6N2O
Source: OMol25
Level of theory: ωB97M-V with the def2-TZVPD basis set

Positions of all 13 atoms, in Å:
C (-2.15, 0.56, 0.35)
O (-1.59, -0.34, -0.61)
C (-0.36, -0.10, -1.00)
N (0.38, 0.85, -0.75)
N (1.44, 1.41, -0.40)
C (2.35, -1.34, 0.37)
C (1.47, -2.16, 0.47)
H (-3.15, 0.19, 0.59)
H (-1.53, 0.58, 1.26)
H (-2.21, 1.57, -0.08)
H (1.56, 2.25, -0.99)
H (3.08, -0.57, 0.25)
H (0.71, -2.90, 0.56)

Values from the calculation:
- Kohn-Sham gap (spin up / spin down) (eV) = 9.27 / 9.27
- highest occupied orbital energy (spin up / spin down) (eV) = -8.876 / -8.875
- net charge = 0
- LUMO energy (spin up / spin down) (eV) = 0.40 / 0.40

Results of the Mulliken charge analysis, in e, for atoms 1 through 4:
1 C -0.6348
2 O -0.2609
3 C 0.1662
4 N 0.4849

=====

# 7
Formula: CH2S3
Source: OMol25
Level of theory: ωB97M-V with the def2-TZVPD basis set

Positions of all 6 atoms, in Å:
C (-0.04, 0.75, 0.08)
H (0.47, -1.16, -0.98)
H (-0.16, -1.55, 0.83)
S (0.67, 0.04, -1.34)
S (-0.75, -0.40, 1.25)
S (-0.18, 2.32, 0.18)

Values from the calculation:
- SMILES string = S=C(S)S
- Kohn-Sham gap (eV) = 8.79
- highest occupied orbital energy (eV) = -9.130
- net charge = 0
- LUMO energy (eV) = -0.34

Results of the Mulliken charge analysis, in e, for atoms 1 through 4:
1 C 0.2196
2 H 0.0573
3 H 0.1115
4 S -0.0364

=====

# 8
Formula: C29H41N3O2P2Pb
Source: OMol25
Level of theory: ωB97M-V with the def2-TZVPD basis set

Positions of all 78 atoms, in Å:
Pb (-0.03, 0.23, -1.30)
C (4.78, -0.16, 1.02)
C (3.75, 0.16, -0.06)
C (3.54, 1.68, -0.16)
P (2.17, -0.78, 0.12)
C (2.44, -2.33, -0.84)
C (3.78, -3.04, -0.73)
C (1.26, -3.29, -0.62)
C (1.83, -1.20, 1.85)
C (2.60, -2.18, 2.48)
C (2.24, -2.70, 3.71)
C (1.09, -2.25, 4.33)
C (0.33, -1.24, 3.75)
C (0.71, -0.70, 2.53)
N (-0.05, 0.38, 1.93)
C (-1.35, 0.65, 2.50)
C (-1.48, 1.28, 3.74)
C (-2.73, 1.42, 4.32)
C (-3.85, 0.89, 3.69)
C (-3.72, 0.28, 2.45)
C (-2.48, 0.19, 1.82)
P (-2.34, -0.47, 0.13)
C (-2.81, -2.25, 0.25)
C (-2.78, -2.90, -1.13)
C (-1.94, -2.99, 1.27)
C (-3.60, 0.35, -0.93)
C (-3.34, 1.87, -0.95)
C (-5.08, 0.06, -0.65)
H (5.69, 0.43, 0.84)
H (5.07, -1.21, 1.04)
H (4.41, 0.11, 2.01)
H (4.12, -0.19, -1.03)
H (3.20, 2.09, 0.79)
H (2.84, 1.95, -0.95)
H (4.50, 2.16, -0.40)
H (2.36, -1.95, -1.87)
H (3.91, -3.55, 0.23)
H (4.63, -2.38, -0.90)
H (3.83, -3.82, -1.50)
H (1.25, -3.69, 0.39)
H (1.33, -4.13, -1.31)
H (0.30, -2.80, -0.80)
H (3.49, -2.56, 1.99)
H (2.86, -3.46, 4.18)
H (0.78, -2.66, 5.28)
H (-0.55, -0.89, 4.26)
H (-0.60, 1.64, 4.25)
H (-2.82, 1.91, 5.28)
H (-4.82, 0.95, 4.16)
H (-4.60, -0.13, 1.97)
H (-3.84, -2.25, 0.62)
H (-1.77, -2.89, -1.55)
H (-3.45, -2.41, -1.84)
H (-3.09, -3.94, -1.06)
H (-0.89, -3.01, 0.96)
H (-2.28, -4.02, 1.36)
H (-1.99, -2.53, 2.26)
H (-3.37, -0.05, -1.92)
H (-3.41, 2.30, 0.05)
H (-4.09, 2.36, -1.58)
H (-2.36, 2.11, -1.38)
H (-5.44, 0.63, 0.20)
H (-5.29, -1.00, -0.49)
H (-5.66, 0.38, -1.52)
C (0.26, 5.59, -1.54)
N (0.39, 4.53, -0.52)
C (0.83, 4.79, 0.73)
C (0.96, 3.82, 1.67)
C (0.60, 2.52, 1.27)
O (0.75, 1.58, 2.20)
N (0.17, 2.24, 0.06)
C (0.11, 3.23, -0.90)
O (-0.18, 2.95, -2.06)
H (0.26, 6.56, -1.04)
H (-0.66, 5.45, -2.09)
H (1.09, 5.54, -2.25)
H (1.06, 5.83, 0.95)
H (1.31, 4.02, 2.67)

Values from the calculation:
- Kohn-Sham gap (eV) = 8.31
- highest occupied orbital energy (eV) = -13.976
- net charge = +2
- LUMO energy (eV) = -5.66

Results of the Mulliken charge analysis, in e, for atoms 1 through 4:
1 Pb 0.9698
2 C -1.5759
3 C 0.3700
4 C -1.4285

=====

# 9
Formula: C26H32N4O3S
Source: OMol25
Level of theory: ωB97M-V with the def2-TZVPD basis set

Positions of all 66 atoms, in Å:
C (-8.04, -3.52, 0.58)
H (-8.53, -2.56, 0.76)
C (-6.81, -3.65, 1.46)
C (-5.79, -2.55, 1.19)
H (-5.49, -2.58, 0.14)
C (-4.55, -2.68, 2.08)
N (-3.58, -1.66, 1.78)
C (-3.46, -0.54, 2.51)
O (-4.05, -0.34, 3.56)
C (-2.46, 0.48, 1.97)
H (-1.44, 0.19, 2.22)
H (-2.67, 1.45, 2.41)
S (-2.51, 0.62, 0.16)
C (-0.81, 0.98, -0.17)
N (-0.01, 1.02, 0.82)
C (1.30, 1.35, 0.60)
C (2.20, 1.41, 1.66)
C (3.51, 1.75, 1.44)
C (3.99, 2.07, 0.15)
C (3.09, 2.02, -0.90)
C (1.76, 1.65, -0.69)
C (0.84, 1.57, -1.82)
O (1.14, 1.76, -2.98)
N (-0.47, 1.22, -1.47)
C (-1.39, 0.99, -2.57)
H (-2.41, 1.07, -2.20)
H (-1.20, 1.77, -3.32)
C (-1.14, -0.39, -3.21)
C (-1.24, -1.48, -2.19)
C (-0.15, -1.80, -1.40)
C (-0.25, -2.76, -0.41)
C (-1.45, -3.43, -0.21)
C (-2.54, -3.13, -1.01)
C (-2.44, -2.16, -1.99)
H (-3.30, -1.92, -2.60)
H (-3.47, -3.67, -0.87)
H (-1.52, -4.19, 0.56)
H (0.61, -2.99, 0.21)
H (0.80, -1.30, -1.56)
H (-1.88, -0.53, -4.00)
H (-0.15, -0.38, -3.66)
H (3.37, 2.27, -1.91)
N (5.29, 2.50, -0.07)
C (6.01, 2.10, -1.26)
H (6.69, 2.91, -1.54)
C (6.84, 0.84, -0.95)
O (7.73, 1.05, 0.12)
C (7.04, 1.45, 1.29)
H (6.37, 0.64, 1.62)
C (6.22, 2.72, 1.02)
H (6.91, 3.51, 0.70)
H (5.70, 3.06, 1.91)
H (7.80, 1.62, 2.05)
H (6.16, 0.01, -0.71)
H (7.46, 0.56, -1.80)
H (5.34, 1.89, -2.08)
H (4.18, 1.77, 2.29)
H (1.86, 1.16, 2.65)
H (-3.10, -1.72, 0.89)
H (-4.83, -2.56, 3.13)
H (-4.09, -3.66, 1.94)
H (-6.25, -1.57, 1.37)
H (-6.34, -4.63, 1.29)
H (-7.11, -3.61, 2.51)
H (-7.77, -3.57, -0.47)
H (-8.75, -4.31, 0.79)

Values from the calculation:
- SMILES string = CCCCNC(=O)CSc1nc2ccc(N3CCOCC3)cc2c(=O)n1CCc1ccccc1
- Kohn-Sham gap (eV) = 7.90
- highest occupied orbital energy (eV) = -7.457
- net charge = 0
- LUMO energy (eV) = 0.45

Results of the Mulliken charge analysis, in e, for atoms 1 through 4:
1 C -1.2888
2 H 0.3296
3 C -0.3994
4 C -0.2011

=====

# 10
Formula: C27H20AsN2O3PPmS4
Source: OMol25
Level of theory: ωB97M-V with the def2-TZVPD basis set

Positions of all 59 atoms, in Å:
Pm (-0.68, -0.05, -0.25)
O (2.38, -0.24, 0.76)
N (1.87, -1.33, 0.09)
C (2.46, -1.59, -1.02)
C (3.60, -0.84, -1.62)
C (4.77, -1.54, -1.90)
C (5.86, -0.90, -2.46)
C (5.78, 0.46, -2.74)
C (4.61, 1.16, -2.49)
C (3.50, 0.52, -1.93)
P (1.90, 1.39, -1.70)
C (1.53, 1.90, -3.42)
C (1.79, 1.02, -4.47)
C (1.35, 1.30, -5.76)
C (0.63, 2.47, -6.01)
C (0.37, 3.35, -4.98)
C (0.82, 3.06, -3.69)
C (2.34, 2.95, -0.88)
C (3.06, 4.00, -1.47)
C (3.37, 5.14, -0.76)
C (2.95, 5.27, 0.57)
C (2.23, 4.25, 1.16)
C (1.93, 3.10, 0.44)
H (1.74, -0.16, 1.52)
H (2.06, -2.47, -1.51)
H (4.82, -2.60, -1.68)
H (6.77, -1.45, -2.67)
H (6.63, 0.98, -3.17)
H (4.56, 2.21, -2.73)
H (2.33, 0.10, -4.31)
H (1.56, 0.61, -6.56)
H (0.29, 2.69, -7.01)
H (-0.19, 4.26, -5.15)
H (0.60, 3.76, -2.89)
H (3.37, 3.93, -2.51)
H (3.92, 5.94, -1.23)
H (3.18, 6.17, 1.12)
H (1.87, 4.34, 2.18)
H (1.32, 2.34, 0.92)
S (-1.16, -2.55, 0.87)
As (-1.98, -1.01, 2.17)
S (-0.26, 0.46, 2.43)
S (-3.22, 0.12, 0.74)
S (-2.84, -1.55, 3.98)
O (-1.43, 0.59, -2.37)
C (-1.63, 1.77, -2.00)
N (-1.02, 2.27, -0.92)
C (-1.51, 3.60, -0.74)
O (-1.18, 4.38, 0.11)
C (-2.49, 3.88, -1.86)
C (-3.23, 5.00, -2.17)
C (-4.04, 4.93, -3.31)
C (-4.10, 3.77, -4.09)
C (-3.34, 2.65, -3.76)
C (-2.55, 2.75, -2.64)
H (-3.19, 5.89, -1.56)
H (-4.65, 5.78, -3.59)
H (-4.74, 3.75, -4.96)
H (-3.36, 1.74, -4.35)

Values from the calculation:
- Kohn-Sham gap (spin up / spin down) (eV) = 6.44 / 6.46
- highest occupied orbital energy (spin up / spin down) (eV) = -4.470 / -4.489
- multiplicity = 5
- net charge = -1
- expectation value of S² = 6.006
- LUMO energy (spin up / spin down) (eV) = 1.97 / 1.97

Results of the Mulliken charge analysis, in e, for atoms 1 through 4:
1 Pm 0.8617
2 O -0.3693
3 N -0.1866
4 C -1.0757

=====

no.,DFT total energy (hartree)
1,-426.538244
2,-3977.679960
3,-664.781681
4,-1158.655706
5,-1791.465405
6,-340.549566
7,-1233.833688
8,-2319.487573
9,-1852.943874
10,-6154.627371